## w
{"formula": "C4H8O", "method": "ωB97M-V/def2-TZVPD", "total_charge": 0, "smiles": "CC1(C)CO1", "homo_ha": -0.3634, "symbols": ["C", "C", "C", "C", "O", "H", "H", "H", "H", "H", "H", "H", "H"], "coordinates": [[-1.278, -0.839, -0.090], [-0.079, 0.062, -0.226], [1.260, -0.560, 0.109], [-0.016, 1.491, 0.059], [0.154, 0.966, -1.290], [-1.318, -1.130, 0.969], [-2.227, -0.365, -0.350], [-1.158, -1.753, -0.682], [1.337, -0.788, 1.174], [2.029, 0.178, -0.149], [1.434, -1.449, -0.501], [-0.765, 2.267, 0.028], [0.807, 1.715, 0.752]]}

=====

## x
{"formula": "C4H8O", "method": "ωB97M-V/def2-TZVPD", "total_charge": 0, "homo_ha": -0.3373, "symbols": ["O", "C", "C", "C", "C", "H", "H", "H", "H", "H", "H", "H", "H"], "coordinates": [[-1.276, 1.570, 0.497], [-0.236, 0.961, -0.271], [0.775, 0.069, 0.533], [0.335, -1.331, 0.061], [-0.562, -0.464, -0.877], [-0.829, 2.030, 1.228], [0.364, 1.781, -0.710], [0.556, 0.279, 1.564], [1.773, 0.284, 0.159], [-0.175, -1.975, 0.804], [1.105, -1.981, -0.409], [-1.602, -0.668, -0.678], [-0.227, -0.558, -1.901]]}

=====

## y
{"formula": "C4H8O", "method": "ωB97M-V/def2-TZVPD", "total_charge": 0, "smiles": "CC=O.C=C", "homo_ha": -0.3371, "symbols": ["C", "C", "O", "H", "H", "H", "H", "C", "C", "H", "H", "H", "H"], "coordinates": [[-3.664, -0.234, -1.129], [-2.499, -1.127, -0.779], [-1.711, -1.586, -1.554], [-3.337, 0.522, -1.834], [-4.421, -0.862, -1.609], [-4.152, 0.108, -0.219], [-2.389, -1.301, 0.311], [3.106, 0.514, 1.280], [4.260, 1.105, 0.939], [2.305, 0.264, 0.590], [2.898, 0.189, 2.295], [4.780, 0.689, 0.081], [4.824, 1.719, 1.628]]}

=====

From most stable to least stable, the computed energies give w, x, y.

=====

## w
{"formula": "H31O15", "method": "ωB97M-V/def2-TZVPD", "total_charge": 1, "homo_ha": -0.4655, "symbols": ["O", "H", "H", "O", "H", "H", "O", "H", "H", "O", "H", "H", "O", "H", "H", "O", "H", "H", "O", "H", "H", "O", "H", "H", "O", "H", "H", "O", "H", "O", "H", "H", "O", "H", "H", "O", "H", "H", "O", "H", "H", "O", "H", "H", "H", "H"], "coordinates": [[-1.091, 0.083, 3.943], [0.736, 3.197, -2.484], [-0.843, 0.687, 4.641], [-1.862, -2.318, -0.082], [-2.776, -2.045, 0.090], [-2.015, -2.719, -0.951], [1.587, 2.838, -2.735], [-2.599, 2.327, -2.360], [1.051, -0.423, -0.283], [-2.119, 3.363, -0.994], [4.502, -0.654, -1.425], [-2.388, 3.172, -0.084], [0.371, -1.091, -0.729], [0.718, -1.969, -0.453], [-0.353, -0.894, -0.094], [-2.758, 1.434, -2.693], [4.263, -1.924, 1.482], [1.923, 3.391, -3.445], [3.559, -2.548, 1.689], [0.406, -0.902, 2.123], [3.054, -0.297, -1.795], [-0.316, -2.722, 1.943], [0.388, -0.032, -3.579], [-1.213, -2.969, 2.179], [3.622, -1.025, -1.535], [-1.866, 1.115, -2.863], [2.006, -3.900, -1.115], [-3.630, 1.955, 1.018], [0.140, 1.244, 0.671], [-0.921, 1.992, 1.713], [-0.247, 1.954, 2.407], [-1.558, 1.390, 2.123], [1.054, -0.184, 2.208], [-0.191, -3.122, 1.082], [1.374, -0.449, 3.077], [1.265, -3.528, -1.627], [3.370, -2.335, 2.608], [1.777, -3.563, -2.452], [0.815, 1.211, -0.058], [-0.718, -0.710, 4.347], [0.302, 1.586, -0.786], [0.149, 0.538, -2.838], [0.775, 1.278, -3.020], [-1.583, 4.143, -0.801], [-3.948, 1.332, 1.667], [-4.211, 2.092, 0.267]]}

=====

## x
{"formula": "H31O15", "method": "ωB97M-V/def2-TZVPD", "total_charge": 1, "homo_ha": -0.4771, "symbols": ["O", "H", "H", "O", "H", "H", "O", "H", "H", "O", "H", "H", "O", "H", "H", "O", "H", "H", "O", "H", "H", "O", "H", "H", "O", "H", "H", "O", "H", "O", "H", "H", "O", "H", "H", "O", "H", "H", "O", "H", "H", "O", "H", "H", "H", "H"], "coordinates": [[-0.986, -1.232, 2.511], [-0.574, 1.437, -3.469], [-0.810, -1.201, 1.557], [1.868, 0.776, 0.348], [3.204, 3.612, 1.362], [1.745, -0.391, -0.080], [-2.783, -1.928, -0.095], [1.072, 1.362, 3.372], [2.104, -0.117, -3.262], [-0.247, -2.648, -1.081], [-1.358, -4.197, 2.271], [-3.612, 1.043, 1.008], [0.221, 1.764, -3.029], [-0.465, -3.145, -0.271], [3.885, 2.868, 0.129], [-2.540, 2.584, -0.680], [-3.643, -2.270, -0.385], [-2.385, -2.730, 0.276], [0.835, 0.920, 2.541], [-2.038, 1.987, -1.300], [2.804, -3.825, -2.189], [-1.115, 0.528, -0.829], [1.605, 0.901, 1.422], [1.276, -4.087, -2.021], [-0.766, -3.732, 1.665], [-0.151, 1.986, -2.137], [-0.402, 4.051, 1.906], [-3.785, 1.713, 1.675], [-0.669, 0.720, 0.008], [3.435, 2.766, 0.974], [2.740, 1.240, 0.368], [-4.342, 2.338, 1.197], [1.951, -3.406, -2.032], [0.051, -3.626, 2.165], [-3.349, 2.072, -0.616], [-0.141, 3.337, 1.317], [0.129, 1.509, 2.191], [0.819, 3.258, 1.279], [2.361, 0.431, -2.518], [-1.850, -1.654, 2.372], [2.836, -0.385, -1.315], [2.422, -1.208, -0.780], [1.866, -1.806, -1.342], [-1.175, -2.588, -1.369], [-1.770, -0.176, -0.802], [1.725, 1.148, -2.311]]}

=====

From most stable to least stable, the computed energies give w, x.